1.
Density functional theory data (ωB97M-V/def2-TZVPD) for C38H54BBr3N2O5S2Si2 as an isolated structure in a non-equilibrium geometry.

```
! wB97M-V def2-TZVPD RIJCOSX def2/J DEFGRID3
* xyz 0 1
C -3.38256 -2.71947 -4.82282
C -2.79713 -2.11894 -3.37588
Br -4.09098 -2.65900 -1.94937
C -2.71472 -0.45439 -3.46388
Br -3.45062 0.47540 -1.85394
Si -0.90525 0.05102 -3.93303
O -0.23737 1.36043 -2.97128
Si 0.79068 0.78328 -1.66884
Br -0.41851 0.27009 0.25574
C 1.95768 -0.68858 -2.15936
C 1.35133 -2.17407 -1.82460
C 2.40065 -3.18544 -1.05085
S 1.96856 -4.93683 -1.67717
C 1.49504 -6.04601 -0.21969
S 2.81281 -6.87542 0.53925
N 0.09537 -6.22364 0.32587
C -0.57700 -4.90827 0.66168
C -1.87328 -5.30181 1.63838
O -2.74352 -6.33970 1.05626
C -2.43319 -6.59846 -0.35850
C -0.83086 -6.92126 -0.64701
C 2.00074 2.27340 -1.24990
C 1.30414 3.43139 -0.32351
O 0.71199 4.46155 -1.23310
C 2.55991 4.20498 0.46542
N 2.12329 5.46953 1.18003
B -1.01948 0.73847 -5.77522
O -0.43876 2.04286 -6.15316
O -1.74984 -0.07112 -6.80289
H -3.48834 -3.89865 -4.79597
H -2.69319 -2.38590 -5.72992
H -4.45331 -2.24671 -5.01803
H -1.74654 -2.61396 -3.20060
H -3.43506 -0.16991 -4.37230
H -0.07762 -1.14494 -4.01083
H 2.92833 -0.56144 -1.47697
H 2.36082 -0.56959 -3.27484
H 0.36383 -2.17013 -1.18387
H 1.13253 -2.68800 -2.87978
H 2.24012 -3.16579 0.13141
H 3.53909 -2.95771 -1.28037
H -0.89344 -4.26855 -0.27474
H 0.09719 -4.18421 1.32895
H -1.37698 -5.79608 2.60341
H -2.44961 -4.35241 2.03179
H -3.03483 -7.55461 -0.71311
H -2.82687 -5.70654 -1.03891
H -0.64114 -8.07639 -0.58074
H -0.61904 -6.56747 -1.76571
H 2.97664 1.84940 -0.72283
H 2.34149 2.72262 -2.29248
H 0.52581 3.04596 0.46005
H 0.02425 5.01190 -0.71749
H 3.11582 3.51289 1.22852
H 3.29042 4.55579 -0.40500
H 2.33979 6.28097 0.52642
H 1.09856 5.47991 1.37677
H -1.06068 2.74132 -5.77814
H -1.21363 -0.87292 -7.07430
C 3.29458 1.81617 4.16324
C 4.00427 3.01588 4.12061
C 4.94811 3.30410 5.10596
C 5.18952 2.38720 6.12944
C 4.48247 1.18582 6.16990
C 3.53195 0.90173 5.18972
H 2.55664 1.59341 3.39704
H 3.82101 3.72725 3.31920
H 5.49610 4.24194 5.07622
H 5.92853 2.60948 6.89467
H 4.67190 0.47067 6.96667
H 2.97738 -0.03187 5.22467
C -7.23683 3.28508 0.90222
C -6.24965 2.80341 0.04302
C -6.39251 2.94998 -1.33645
C -7.51908 3.58770 -1.85670
C -8.50446 4.07271 -0.99723
C -8.36600 3.91785 0.38182
H -7.12677 3.16764 1.97708
H -5.36855 2.31262 0.44882
H -5.62635 2.56859 -2.00597
H -7.62825 3.70637 -2.93146
H -9.38156 4.57111 -1.40276
H -9.13650 4.29092 1.05081
C -2.42029 -1.85495 4.59266
C -1.51102 -2.14217 5.61025
C -1.79162 -3.14890 6.53360
C -2.97825 -3.87577 6.43325
C -3.88578 -3.59102 5.41336
C -3.60941 -2.57799 4.49556
H -2.20283 -1.06798 3.87528
H -0.58324 -1.58035 5.68425
H -1.08601 -3.36793 7.33038
H -3.19484 -4.66365 7.14980
H -4.80973 -4.15867 5.33433
H -4.31919 -2.35273 3.70445
C 6.39361 2.59660 -1.90447
C 7.02927 2.97709 -3.08596
C 7.27771 4.32520 -3.34221
C 6.89893 5.29299 -2.41139
C 6.26663 4.91213 -1.22817
C 6.00984 3.56472 -0.97619
H 6.19709 1.54613 -1.70667
H 7.33057 2.22234 -3.80808
H 7.76699 4.62189 -4.26595
H 7.09686 6.34324 -2.60868
H 5.97297 5.66632 -0.50215
H 5.51227 3.26884 -0.05680
*
```

Output
energy: -11088.2265 Eh



2.
Density functional theory data (ωB97M-V/def2-TZVPD) for C38H54F4N5NbO4PS as an isolated structure in a non-equilibrium geometry.

```
! wB97M-V def2-TZVPD RIJCOSX def2/J DEFGRID3
* xyz 1 1
Nb -14.35760 3.91804 16.27982
N -12.17056 3.28155 15.99779
C -12.04661 1.77713 15.85963
C -13.13317 1.10461 16.68828
O -13.17041 -0.11185 16.84371
N -13.97616 2.05582 17.14811
C -14.91638 1.52562 18.15073
C -15.81341 2.70566 18.61630
O -16.58915 2.70823 19.56248
O -15.76227 3.81952 17.75822
H -11.77603 3.76094 15.11380
H -11.58892 3.56797 16.78268
H -11.13569 1.35603 16.32645
H -12.16956 1.40727 14.87283
H -14.31004 1.14563 19.01083
H -15.57219 0.77157 17.61903
C -16.66706 7.21955 19.46558
N -16.14281 8.31668 18.63016
C -16.83303 9.54457 18.33092
C -14.87345 8.02980 18.00189
C -15.01981 6.98647 16.89477
N -13.97661 5.90314 16.94813
C -12.68559 6.09208 17.53573
C -12.35150 5.53806 18.79611
F -13.06129 4.39396 19.12114
C -11.33997 6.05896 19.60112
F -10.96701 5.50161 20.79301
C -10.62138 7.11124 19.08535
C -10.84309 7.55887 17.77812
F -10.01750 8.49484 17.35384
C -11.83815 7.05337 16.92164
F -11.91071 7.28700 15.61692
H -17.43144 7.55807 20.19594
H -15.77705 6.74700 19.96189
H -17.07347 6.29902 18.90215
H -17.11609 10.06688 19.25337
H -17.70484 9.52302 17.70223
H -16.05252 10.11344 17.80271
H -14.24654 7.71447 18.83592
H -14.57448 8.97358 17.56621
H -15.00604 7.50515 15.93645
H -15.97061 6.45080 17.00599
H -9.79109 7.63449 19.65120
C -17.77883 1.86579 15.27966
C -18.04247 3.07908 14.33426
C -19.16607 2.63913 13.36532
C -18.46592 4.30607 15.23289
P -16.36519 3.51046 13.50540
N -15.32852 3.82583 14.73673
C -16.46880 5.15831 12.44290
C -15.03837 5.46176 11.96279
C -16.92567 6.24787 13.41046
C -17.51919 5.24669 11.25365
C -15.72386 2.16028 12.27144
C -16.06094 0.67643 12.73693
C -16.19161 2.33726 10.77848
C -14.15848 2.15961 12.33393
H -18.73503 1.42252 15.67627
H -17.16312 2.10926 16.16520
H -17.20775 1.08445 14.79520
H -20.06538 2.83711 13.88785
H -19.08376 1.52551 13.13869
H -19.25000 3.12393 12.41699
H -19.16132 3.95843 16.03219
H -18.91100 5.04985 14.56835
H -17.55034 4.77195 15.69033
H -14.39246 5.47033 12.81949
H -14.97995 6.48769 11.57113
H -14.75454 4.75395 11.20441
H -16.64098 6.08041 14.43501
H -18.00823 6.50726 13.24795
H -16.40019 7.17409 13.19159
H -17.20281 4.74028 10.37568
H -17.54290 6.28553 11.08015
H -18.53766 4.84990 11.52373
H -17.13470 0.56310 12.85360
H -15.47625 0.51060 13.60968
H -15.79911 -0.02999 11.89716
H -17.33373 2.35147 10.71405
H -15.83560 1.51402 10.14890
H -15.85954 3.19928 10.26510
H -13.63604 1.65129 13.18073
H -13.65107 3.11536 12.37983
H -13.79193 1.57242 11.45991
O -11.08568 4.25696 13.71298
S -9.61988 4.81475 13.92782
C -9.66958 6.49108 13.37667
C -9.17604 7.45802 14.26856
C -9.30527 8.80419 13.92847
C -9.91858 9.08510 12.69120
C -10.59918 8.15798 11.92297
C -10.42654 6.79383 12.25675
C -8.78065 4.06326 12.55318
C -9.49373 3.55372 11.46783
C -8.79981 3.07732 10.39676
C -7.47621 2.78643 10.55640
C -6.74745 3.14798 11.65302
C -7.38312 3.91348 12.62986
H -8.64767 7.02607 15.13102
H -8.84345 9.62853 14.50383
H -9.98127 10.12621 12.40800
H -11.19544 8.21001 11.03587
H -10.87235 5.95632 11.74039
H -10.56685 3.59763 11.52726
H -9.28931 3.10166 9.42924
H -6.95585 2.05998 9.88813
H -5.65699 3.02961 11.55497
H -6.79427 4.40891 13.37654
*
```

Output
energy: -3250.8422 Eh



3.
Density functional theory data (ωB97M-V/def2-TZVPD) for C38H54N7OPbSSeSi3Te as an isolated structure.

```
! wB97M-V def2-TZVPD RIJCOSX def2/J DEFGRID3
* xyz 1 1
Pb 0.93106 1.14715 0.17993
C 0.20637 5.79843 -1.14417
C 0.65480 4.42820 -0.72850
N -0.08615 3.37401 -0.76924
N -1.34670 3.53514 -1.23319
C -2.09371 2.43739 -1.10981
O -1.74182 1.29989 -0.69583
C -3.54873 2.68735 -1.43587
C -3.99409 3.90377 -1.95151
C -5.34067 4.10866 -2.21075
C -6.26538 3.10434 -1.95171
C -5.83177 1.89143 -1.43602
C -4.48189 1.69257 -1.18037
C 2.03461 4.27476 -0.19330
C 2.95793 5.30820 -0.32148
C 4.23087 5.16231 0.20395
C 4.55857 3.99592 0.87379
C 3.59495 3.00963 0.96154
N 2.37905 3.13634 0.43099
H -0.85910 5.77742 -1.33612
H 0.42383 6.52644 -0.36021
H 0.71769 6.12239 -2.05484
H -3.27218 4.68522 -2.14341
H -5.67172 5.05715 -2.61448
H -7.31812 3.27134 -2.14144
H -6.54343 1.09999 -1.23510
H -4.13890 0.75596 -0.77123
H 2.67721 6.21924 -0.82816
H 4.95622 5.95853 0.09702
H 5.52890 3.85330 1.32791
H 3.78622 2.07918 1.48634
N 2.45071 -1.56966 3.80177
C 2.35727 -0.75720 2.71554
S 1.39162 0.67992 2.94108
N 3.01714 -1.19967 1.66607
N 2.88644 -0.46188 0.52725
C 3.77595 -0.62906 -0.38281
C 4.92698 -1.56240 -0.22468
C 6.21072 -1.06118 -0.04270
C 7.27792 -1.92794 0.15243
C 7.06451 -3.29849 0.16038
C 5.78343 -3.80236 -0.03005
C 4.71667 -2.93755 -0.21560
C 3.65455 0.17407 -1.64013
C 4.61126 0.07181 -2.64378
C 4.49481 0.86354 -3.77582
C 3.41787 1.72398 -3.89600
C 2.49305 1.75180 -2.86611
N 2.60883 1.00365 -1.77154
H 2.21488 -1.17758 4.69641
H 3.14953 -2.29517 3.77081
H 6.37542 0.01107 -0.04644
H 8.27443 -1.53229 0.29988
H 7.89492 -3.97446 0.31923
H 5.61537 -4.87158 -0.02610
H 3.71368 -3.32248 -0.35641
H 5.43354 -0.61984 -2.53284
H 5.24284 0.80695 -4.55625
H 3.28514 2.35115 -4.76659
H 1.62104 2.39824 -2.90939
C -3.10468 -3.77613 3.71377
Si -1.81052 -4.51746 2.60398
C -0.13653 -4.39506 3.40034
C -2.24075 -6.28139 2.20694
C -1.73159 -3.60686 0.94366
Te -1.05432 -1.58251 0.94423
C -2.99547 -0.81592 1.35044
Si -3.18010 0.58598 2.65155
C -2.73417 -0.18023 4.28761
C -2.17208 2.12879 2.46051
C -4.98944 1.00091 2.55703
H -3.24483 -4.42816 4.57986
H -4.07496 -3.67881 3.21908
H -2.80816 -2.79410 4.09033
H -0.11255 -4.97721 4.32515
H 0.12246 -3.36118 3.65369
H 0.64695 -4.78153 2.74268
H -2.36062 -6.85252 3.13135
H -1.45662 -6.76219 1.61718
H -3.17723 -6.35385 1.64849
H -2.70920 -3.56543 0.45639
H -1.04260 -4.13448 0.28358
H -3.50402 -1.69667 1.75230
H -3.43714 -0.55102 0.38937
H -1.71924 -0.59380 4.27151
H -3.43271 -0.96783 4.58015
H -2.75415 0.58293 5.06967
H -1.09899 1.92664 2.41410
H -2.34614 2.73436 3.35595
H -2.45106 2.71641 1.59064
H -5.61655 0.11183 2.67268
H -5.22937 1.46566 1.59854
H -5.26418 1.70385 3.34837
C -1.55024 -3.54521 -3.87226
Si -1.38066 -1.76137 -3.45272
C -2.94053 -0.82520 -3.32694
C -0.01537 -0.94548 -4.39166
Se -0.22587 -1.77955 -1.40163
H -1.97781 -3.66400 -4.87277
H -2.19264 -4.06660 -3.16086
H -0.56868 -4.02319 -3.86088
H -3.49731 -0.88203 -4.26781
H -2.74111 0.22097 -3.10056
H -3.57230 -1.22830 -2.53610
H -0.12678 -1.11558 -5.46624
H 0.94961 -1.35436 -4.08004
H -0.00418 0.12983 -4.20298
*
```

Output
energy: -6067.8541 Eh



4.
Density functional theory data (ωB97M-V/def2-TZVPD) for C38H55Br54N4 as an isolated structure in a non-equilibrium geometry.

```
! wB97M-V def2-TZVPD RIJCOSX def2/J DEFGRID3
* xyz 1 1
C -7.67861 10.13958 -2.40766
C -7.21730 10.75458 -1.18807
C -6.50424 9.77768 -0.54432
N -6.46800 8.62371 -1.26692
C -5.75402 7.42806 -0.86221
C -6.42875 6.11445 -1.27816
C -5.39998 5.00568 -1.54257
C -4.61219 4.58270 -0.29169
C -3.28347 3.90254 -0.75780
C -2.73259 2.78976 0.14642
C -1.82401 1.82936 -0.64260
C -0.91630 0.97276 0.28382
C 0.46260 1.63733 0.53399
C 1.67152 0.67975 0.50348
C 1.70846 -0.28623 -0.70901
C 3.04043 -0.28163 -1.48465
N 3.69754 -1.59806 -1.43909
C 4.83789 -1.91013 -2.00327
N 5.79234 -0.91491 -2.11248
C 6.68914 -1.00727 -3.28582
C 6.63586 -2.36145 -4.00962
C 6.28819 -3.52068 -3.07846
N 4.98607 -3.24001 -2.40043
C -7.19669 8.85859 -2.40464
H -8.26164 10.59753 -3.19120
H -7.41100 11.77143 -0.89848
H -6.05454 9.97074 0.42132
H -5.53796 7.45674 0.20555
H -4.78037 7.45337 -1.37615
H -6.93103 6.28791 -2.23371
H -7.19359 5.81745 -0.55568
H -4.66834 5.39215 -2.26107
H -5.91656 4.12407 -1.93224
H -4.37569 5.42531 0.36420
H -5.17359 3.86434 0.31083
H -2.53371 4.69307 -0.86965
H -3.48281 3.51657 -1.76662
H -2.08747 3.25461 0.89883
H -3.49095 2.15767 0.61882
H -1.19517 2.37833 -1.35157
H -2.41880 1.13610 -1.25371
H -0.82564 -0.05271 -0.08769
H -1.46387 0.89982 1.23179
H 0.60303 2.47193 -0.15856
H 0.44044 2.07306 1.54034
H 2.57103 1.30363 0.45277
H 1.72888 0.11658 1.44113
H 1.48273 -1.29397 -0.33775
H 0.89176 -0.00442 -1.37834
H 3.68570 0.52127 -1.13423
H 2.81947 -0.08960 -2.53722
H 3.25751 -2.33070 -0.89093
H 6.35278 -0.93361 -1.26597
H 7.70946 -0.87851 -2.91420
H 6.53774 -0.19951 -4.00278
H 7.64365 -2.55600 -4.38642
H 5.99544 -2.31377 -4.89336
H 7.11421 -3.70354 -2.38694
H 6.12481 -4.39554 -3.70340
H 5.01819 -3.77204 -1.52694
H -7.31704 8.10934 -3.17199
C 1.46298 -5.98255 -2.38540
Br 1.43536 -7.03631 -0.77713
Br 2.90745 -4.66608 -2.33332
Br 1.53850 -7.06340 -3.97311
H 0.52829 -5.43611 -2.42190
C -3.66530 4.02591 4.11886
Br -2.47183 2.55363 3.79912
Br -3.06934 5.63049 3.23380
Br -5.46788 3.56413 3.63193
H -3.65658 4.22698 5.18054
C 0.51159 -7.31684 3.39232
Br -0.75121 -7.60766 4.81117
Br 2.12586 -6.46548 4.01107
Br 0.87647 -8.94908 2.43482
H 0.04416 -6.63611 2.69410
C -5.59726 0.13459 -0.75832
Br -7.17270 -0.44231 -1.69851
Br -6.00190 1.45616 0.58178
Br -4.61808 -1.35056 -0.01150
H -4.94902 0.60791 -1.48331
C 6.16162 -7.84028 3.97263
Br 5.04705 -9.40773 3.94341
Br 7.92383 -8.22685 4.63803
Br 6.23168 -6.99855 2.23628
H 5.70876 -7.13448 4.65439
C 4.79350 3.00987 2.01776
Br 3.74841 2.19319 3.41575
Br 6.18904 4.10331 2.75494
Br 5.49305 1.70043 0.77782
H 4.13417 3.65603 1.45480
C 6.29689 2.04805 6.21338
Br 5.73523 3.30086 7.56491
Br 8.20242 2.08563 5.95471
Br 5.65268 0.27173 6.58069
H 5.84292 2.36391 5.28436
C -3.55513 -9.65907 2.81866
Br -3.08174 -10.15143 1.02011
Br -4.12579 -7.82120 2.90154
Br -4.86197 -10.84579 3.58300
H -2.65763 -9.74392 3.41639
C 6.30148 -8.31266 -2.39690
Br 7.91715 -7.74721 -3.28494
Br 6.63017 -8.91686 -0.60363
Br 4.95913 -6.92132 -2.43342
H 5.90977 -9.15443 -2.95150
C 6.01132 6.43485 10.39641
Br 7.45074 7.34888 9.50290
Br 6.57871 5.67855 12.07244
Br 4.47133 7.57065 10.60921
H 5.71414 5.61272 9.76151
C -1.80667 -4.11100 -1.57138
Br -2.09052 -5.17089 0.00604
Br -0.32180 -2.89575 -1.34589
Br -1.59509 -5.20472 -3.13983
H -2.69276 -3.50903 -1.71883
C 1.25283 3.85248 -3.67124
Br 0.84290 1.98908 -3.38258
Br -0.31504 4.84778 -4.15819
Br 2.14742 4.61561 -2.14474
H 1.93968 3.90286 -4.50391
C -6.28637 -9.83135 -2.03484
Br -6.54733 -10.97738 -0.51105
Br -4.83704 -8.58674 -1.76380
Br -6.04481 -10.83578 -3.65696
H -7.18804 -9.24741 -2.15019
C 5.56266 7.80213 3.89913
Br 4.76791 9.50196 4.32187
Br 7.20236 8.00230 2.90764
Br 5.81571 6.72096 5.47149
H 4.86767 7.27564 3.26039
C -3.32365 -11.00859 -7.25011
Br -4.97616 -11.08552 -8.23331
Br -3.31315 -9.54338 -6.00004
Br -2.93312 -12.68041 -6.37930
H -2.53407 -10.82759 -7.96525
C -7.77898 14.36295 1.28780
Br -7.28090 16.09023 1.97445
Br -8.44438 14.48111 -0.51633
Br -6.33363 13.09676 1.44074
H -8.58910 13.99692 1.90178
C 0.51655 -7.53362 -7.88314
Br -0.69632 -9.01621 -7.70253
Br 2.30213 -8.00895 -7.33075
Br 0.49559 -6.79669 -9.65959
H 0.17362 -6.75957 -7.21089
C 0.85293 -0.82463 5.04835
Br 1.41639 0.86120 5.77775
Br 0.15102 -0.59122 3.26975
Br 2.26424 -2.13368 5.08621
H 0.05317 -1.19942 5.67152
*
```

Output
energy: -140696.2384 Eh



What is the formula in the first record? C38H54BBr3N2O5S2Si2